# 1
C2H6N4 in the gas phase at a distorted geometry. Source: the OMol25 dataset; level of theory: wB97M-V/def2-TZVPD.

gap between HOMO and LUMO	9.87	eV
E	-298.7223	Ha
energy above the lowest of the compared OMol25 structures with the same formula, charge and spin	3.444	eV
M	86.10	g mol⁻¹

```
12
Properties=species:S:1:pos:R:3:forces:R:3
C -2.843558 0.016190 0.148123 -0.04 0.02 0.21
N -1.703952 -0.560633 -0.058162 -0.80 2.40 -0.53
N -0.615904 0.314851 -0.352430 0.10 -1.75 1.29
C 0.641338 -0.268026 -0.068607 0.22 0.50 -0.46
N 1.685705 0.489409 0.123222 -0.67 -1.94 -1.32
N 2.940818 -0.319432 0.025209 -1.81 -0.31 0.76
H -3.770469 -0.592586 0.192190 1.02 0.03 0.15
H -3.074778 1.116953 0.329751 0.92 -1.15 -0.58
H -0.743406 1.322688 -0.274698 0.07 -0.26 0.19
H 0.541783 -1.410747 -0.115371 0.71 1.72 0.04
H 3.500095 -0.085757 -0.781378 -0.39 0.57 -0.28
H 3.442327 -0.022908 0.832146 0.68 0.18 0.51
```
Positions in Å, forces in eV/Å.

***

# 2
A 2-piece molecular cluster, C2H6N4 overall at a distorted geometry. Source: the OMol25 dataset; level of theory: wB97M-V/def2-TZVPD.

gap between HOMO and LUMO	8.42	eV
E	-298.6096	Ha
energy above the lowest of the compared OMol25 structures with the same formula, charge and spin	6.512	eV
M	86.10	g mol⁻¹

```
12
Properties=species:S:1:pos:R:3:forces:R:3
C -1.751719 0.132352 0.616249 -1.48 -0.73 -2.47
C 0.894758 -1.460830 0.574702 0.73 0.23 1.30
N -1.169425 0.658552 -0.374773 1.37 -0.16 1.09
N 1.326112 -0.335815 0.200106 2.07 0.15 -1.23
N 1.044269 1.436429 -1.240322 2.88 -1.72 -2.48
N 0.775543 0.754507 -0.183569 -4.85 -0.92 2.90
H -2.838527 -0.139773 0.535835 0.33 1.03 -0.02
H -1.335468 -0.486086 1.345678 1.15 -0.04 1.72
H 1.621203 -2.053438 1.138555 -0.10 -0.17 -0.69
H -0.123783 -1.716046 0.683417 -0.88 -0.36 -0.38
H 0.581867 2.276812 -1.150693 -1.00 2.06 -0.45
H 0.975166 0.933336 -2.145182 -0.21 0.64 0.69
```
Positions in Å, forces in eV/Å.